No. 1
The following is a DFT calculation (ωB97M-V/def2-TZVPD) of an isolated molecule of C10H7NO at a distorted geometry.

```
19
Properties=species:S:1:pos:R:3:mulliken_charge:R:1
C 1.06633 2.14588 -0.84579 -0.04
C 0.63385 0.73629 -0.79760 0.48
C 0.88973 -0.03617 -1.89985 -0.53
C 0.52714 -1.41133 -1.88897 -0.35
C -0.39111 -1.19173 0.23175 0.12
C -1.13164 -1.79427 1.28015 -0.25
C -1.52633 -1.05251 2.41153 -0.50
C -1.16996 0.31449 2.49738 -0.64
C -0.40908 0.91667 1.52356 -0.69
C -0.03917 0.18955 0.34531 1.01
H 1.06583 2.70022 0.12618 0.28
H 1.36212 0.45200 -2.72572 0.51
H 0.70980 -2.08294 -2.71778 0.41
H -1.37589 -2.86921 1.13203 0.38
H -2.08468 -1.55890 3.21378 0.36
H -1.48217 0.81664 3.42597 0.34
H -0.14883 1.95348 1.66112 0.24
N -0.14892 -1.95355 -0.89777 -0.61
O 1.53722 2.67029 -1.87199 -0.52
```

Calculated values
Spin multiplicity   1
Relative energy (zero: lowest compared OMol25 entry of this formula, charge and spin)   1.47 kJ/mol
HOMO level   -9.098 eV
Frontier orbital gap   8.3 eV
SMILES   O=Cc1ccnc2ccccc12
Charge   0

---

No. 2
The following is a DFT calculation (ωB97M-V/def2-TZVPD) of a cluster of 2 separate species, C2H4O3S in total at a distorted geometry.

```
10
Properties=species:S:1:pos:R:3:mulliken_charge:R:1
C -1.76024 0.49412 -0.09042 0.65
C -0.90543 -0.63667 0.18451 -0.08
O -1.75061 0.95037 -1.22003 -0.53
O -2.31771 1.11331 0.95979 -0.45
O -1.12235 -1.82484 -0.17830 -0.26
S 3.93484 0.53347 -0.07976 -0.28
H 4.26492 -0.03629 1.07448 0.14
H -2.66291 1.97916 0.69076 0.35
H -2.00220 -2.04454 -0.56543 0.32
H 4.32170 -0.52810 -0.77560 0.13
```

Calculated values
Spin multiplicity   1
Relative energy (zero: lowest compared OMol25 entry of this formula, charge and spin)   225.27 kJ/mol
HOMO level   -8.934 eV
Frontier orbital gap   9.0 eV
Charge   0

---

No. 3
The following is a DFT calculation (ωB97M-V/def2-TZVPD) of a structure of composition C15H42N3O8Zn at a distorted geometry.

```
69
Properties=species:S:1:pos:R:3:mulliken_charge:R:1
Zn -6.58666 -2.44710 -22.81042 0.86
O -4.88541 0.83986 -23.25746 -0.19
C -5.50276 -0.29142 -22.99959 1.22
O -4.84807 -1.38494 -23.03518 -0.79
O -6.74009 -0.41978 -22.74409 -0.57
H -4.00864 0.44005 -23.51697 0.36
C -10.35191 -0.25142 -23.89068 -0.97
C -10.52172 -0.50022 -25.38400 0.48
C -9.93675 0.61950 -26.21647 -0.75
O -10.13175 0.34080 -27.56937 -0.34
C -9.56724 1.33430 -28.40770 -0.75
N -9.83006 -1.75646 -25.72717 -0.62
H -10.85661 0.68869 -23.67088 0.38
H -9.27428 -0.23448 -23.71155 -0.10
H -10.77320 -1.08367 -23.32802 0.43
H -11.57884 -0.67634 -25.62750 0.31
H -8.87337 0.66630 -25.92597 0.23
H -10.34868 1.58705 -25.90446 0.41
H -8.47831 1.31429 -28.34523 0.31
H -9.98140 2.32113 -28.19558 0.31
H -9.84927 1.09445 -29.43136 0.26
H -9.72725 -1.84602 -26.73448 0.26
H -10.42265 -2.51048 -25.39687 0.24
C 0.46880 -2.51650 -23.79927 -1.47
C -0.74310 -1.66813 -23.48187 0.65
C -1.00701 -0.57708 -24.54098 -0.98
O -2.03210 0.28423 -24.05448 -0.34
C -2.06557 1.48937 -24.80815 -0.82
N -1.93360 -2.48932 -23.28436 -0.75
H 0.53095 -3.30895 -23.05284 0.36
H 1.39406 -1.96007 -23.92471 0.39
H 0.31155 -3.05782 -24.73915 0.35
H -0.54398 -1.08071 -22.57594 0.24
H -1.19763 -1.00734 -25.52849 0.42
H -0.07635 -0.00332 -24.60044 0.41
H -1.19546 2.12745 -24.62519 0.33
H -2.90165 2.09598 -24.45117 0.24
H -2.17632 1.29192 -25.87584 0.35
H -2.00730 -2.87868 -22.34641 0.29
H -2.79154 -1.95281 -23.32101 0.29
C -8.68741 2.63124 -19.08068 -1.69
C -7.95872 1.43891 -19.67560 1.04
C -7.74917 0.34633 -18.63754 -0.80
O -6.67356 0.75955 -17.82069 -0.31
C -6.67193 0.18171 -16.54345 -0.86
N -8.69951 0.95194 -20.83484 -0.59
H -9.69907 2.39775 -18.74446 0.38
H -8.79010 3.39864 -19.85482 0.42
H -8.17237 3.11436 -18.25151 0.36
H -6.95960 1.76722 -19.99119 -0.01
H -7.46793 -0.62253 -19.08497 0.26
H -8.66924 0.14287 -18.07980 0.46
H -5.75895 0.49680 -16.02627 0.27
H -6.61469 -0.90995 -16.58646 0.33
H -7.44691 0.56209 -15.87078 0.34
H -8.13656 0.33935 -21.40842 0.08
H -8.97864 1.72007 -21.43298 0.31
C -3.97322 -1.30350 -19.63025 0.12
O -3.95220 -2.70663 -19.34102 -0.48
H -4.98948 -0.91254 -19.76409 -0.29
H -3.58574 -0.76141 -18.76659 0.30
H -3.37418 -1.08315 -20.51843 0.05
H -4.81455 -3.04223 -19.58896 0.27
C -6.02272 4.21437 -22.11463 -0.48
O -5.62620 3.68686 -23.37772 -0.49
H -6.92959 3.72220 -21.74437 0.14
H -5.24018 4.15581 -21.35497 0.25
H -6.27664 5.25733 -22.29923 0.30
H -5.37736 2.76719 -23.24124 0.39
```

Calculated values
Spin multiplicity   1
Relative energy (zero: lowest compared OMol25 entry of this formula, charge and spin)   460.96 kJ/mol
HOMO level   -11.677 eV
Frontier orbital gap   3.6 eV
Charge   +1

---

No. 4
The following is a DFT calculation (ωB97M-V/def2-TZVPD) of a structure of composition C25H65N4O6Ti at a distorted geometry.

```
101
Properties=species:S:1:pos:R:3:mulliken_charge:R:1
Ti -21.10178 -2.22205 4.41045 0.41
C -25.21335 -3.50271 4.57276 -0.28
C -23.69265 -3.23283 4.46571 0.94
O -22.87669 -3.81929 3.66414 -0.82
O -23.28801 -2.20462 5.06508 -0.40
H -25.18188 -4.58436 4.44179 -0.16
H -25.77706 -3.03976 3.76281 0.55
H -25.81142 -3.27499 5.45512 -0.20
C -24.98512 1.03359 6.11795 -1.43
C -25.77485 -0.17943 6.62666 0.54
N -27.34883 0.09738 6.92559 0.42
C -27.91847 1.09786 5.84814 -1.07
C -27.94772 -1.37675 6.67758 -0.34
C -27.47241 -2.41879 7.79541 -1.38
C -27.66519 0.57237 8.33271 -0.62
C -27.18959 1.87205 8.92416 -0.68
O -27.93360 2.92074 8.49378 -0.39
C -27.41587 4.20598 8.72133 -0.76
H -25.53802 1.96778 6.01936 0.33
H -24.54505 0.88831 5.13138 0.34
H -24.13298 1.26210 6.75806 0.45
H -25.27549 -0.48963 7.54455 0.07
H -25.70266 -1.01591 5.93155 -0.28
H -27.60491 0.77118 4.85665 0.32
H -27.66368 2.09324 6.21203 0.46
H -28.99550 0.98989 5.97643 0.40
H -27.55261 -1.65877 5.70164 0.37
H -29.01523 -1.16223 6.62786 0.51
H -28.11612 -2.33108 8.67065 0.50
H -26.44645 -2.35835 8.15850 0.21
H -27.59111 -3.40436 7.34524 0.43
H -27.30674 -0.20397 9.00866 0.39
H -28.75040 0.51504 8.24815 0.48
H -26.17534 2.03563 8.55995 0.28
H -27.26308 1.81391 10.01013 0.50
H -26.44870 4.37452 8.24776 0.32
H -27.37873 4.39934 9.79341 0.35
H -28.05967 4.97577 8.29585 0.27
C -23.74117 -4.72627 9.70567 -0.76
N -22.43669 -4.22366 8.98257 -0.09
C -22.29047 -4.81399 7.54962 -0.88
C -22.46763 -2.64515 8.76779 -0.73
C -21.13604 -4.54567 9.84805 -0.50
C -20.88450 -6.02685 10.29314 -0.48
O -20.36247 -6.72857 9.21388 -0.48
H -23.69090 -5.81488 9.72759 0.38
H -24.67906 -4.38343 9.26873 0.18
H -23.71218 -4.18196 10.64960 0.41
H -21.40492 -4.43320 7.04082 0.19
H -23.18383 -4.34351 7.13891 0.33
H -22.24756 -5.89880 7.64679 0.45
H -22.49019 -2.28041 9.79471 0.43
H -23.37327 -2.54202 8.17008 0.31
H -21.67496 -2.20823 8.16041 0.27
H -21.35468 -3.92640 10.71799 0.47
H -20.34853 -4.16729 9.19632 0.35
H -21.85872 -6.34864 10.66118 0.24
H -20.22471 -5.99914 11.16032 0.45
H -19.52472 -7.17437 9.35896 0.35
C -24.67713 -8.93883 4.49654 -0.88
N -24.31499 -8.36202 3.09318 -0.11
C -22.76186 -8.53227 2.84260 -0.79
C -25.06272 -9.16682 1.95877 -0.75
C -24.65088 -6.83735 3.03783 -0.48
C -24.39472 -6.21404 1.68255 -0.46
O -23.17655 -5.53035 1.65267 -0.54
H -25.69060 -8.61096 4.72781 0.36
H -24.07229 -8.58570 5.33175 0.30
H -24.47235 -10.00215 4.37193 0.43
H -22.21823 -7.90018 3.54476 0.33
H -22.49711 -8.18053 1.84547 0.43
H -22.52643 -9.57576 3.05193 0.40
H -24.49944 -9.09601 1.02829 0.43
H -26.08140 -8.81305 1.79987 0.29
H -25.19817 -10.18686 2.31831 0.36
H -24.05869 -6.37958 3.83021 0.50
H -25.69384 -6.72889 3.33544 0.12
H -25.23040 -5.53939 1.49652 0.14
H -24.31222 -7.01423 0.94704 0.48
H -23.06382 -4.94301 2.40362 0.49
C -30.22084 -6.33674 2.44306 -0.90
N -29.62452 -5.09245 2.01889 0.02
C -28.07184 -5.17794 2.03953 -1.35
C -29.94170 -4.86403 0.47481 -0.89
C -30.28084 -3.85176 2.68208 -0.69
C -29.77091 -3.51216 4.11523 -0.06
O -30.02904 -4.42607 5.08911 -0.51
H -29.91446 -6.54780 3.46760 0.34
H -29.91362 -7.13431 1.76660 0.41
H -31.29425 -6.17861 2.33868 0.44
H -27.81747 -5.36630 3.08256 0.53
H -27.64361 -4.21511 1.76081 0.41
H -27.64057 -5.91957 1.36717 0.58
H -29.25005 -4.06753 0.20035 0.47
H -30.99598 -4.59238 0.42200 0.40
H -29.76188 -5.74982 -0.13442 0.34
H -31.36584 -3.95565 2.69149 0.42
H -30.05354 -3.05851 1.96989 0.45
H -30.00104 -2.48220 4.38784 0.42
H -28.69148 -3.36128 4.10171 -0.23
H -30.96304 -4.58697 4.93628 0.44
```

Calculated values
Spin multiplicity   4
HOMO level (alpha / beta)   -15.225 / -17.730 eV
Frontier orbital gap (alpha / beta)   6.6 / 9.0 eV
Charge   +4

---

Q: Which value of spin multiplicity does entry 3 give?
A: 1

---

Copy entry 2 word for word.
The following is a DFT calculation (ωB97M-V/def2-TZVPD) of a cluster of 2 separate species, C2H4O3S in total at a distorted geometry.

```
10
Properties=species:S:1:pos:R:3:mulliken_charge:R:1
C -1.76024 0.49412 -0.09042 0.65
C -0.90543 -0.63667 0.18451 -0.08
O -1.75061 0.95037 -1.22003 -0.53
O -2.31771 1.11331 0.95979 -0.45
O -1.12235 -1.82484 -0.17830 -0.26
S 3.93484 0.53347 -0.07976 -0.28
H 4.26492 -0.03629 1.07448 0.14
H -2.66291 1.97916 0.69076 0.35
H -2.00220 -2.04454 -0.56543 0.32
H 4.32170 -0.52810 -0.77560 0.13
```

Calculated values
Spin multiplicity   1
Relative energy (zero: lowest compared OMol25 entry of this formula, charge and spin)   225.27 kJ/mol
HOMO level   -8.934 eV
Frontier orbital gap   9.0 eV
Charge   0